1.
{"formula": "C4H5N3", "method": "wB97M-V/def2-TZVPD", "symbols": ["C", "C", "C", "C", "H", "H", "H", "H", "H", "N", "N", "N"], "positions_angstrom": [[-1.258041, 0.118291, -0.087125], [-0.267379, 1.270016, 0.125918], [1.135994, 1.030284, -0.005173], [-0.356364, -1.192648, 0.026643], [-2.622781, -0.906244, -0.342170], [-0.575004, 2.283938, 0.396480], [1.977378, 1.794405, -0.235049], [2.484443, -0.580299, -0.268946], [-0.613222, -2.240146, 0.487028], [-2.465540, -0.014869, -0.064983], [1.621860, -0.201510, -0.102559], [0.938655, -1.361223, 0.069938]], "forces_ev_per_angstrom": [[7.930, -0.694, 1.837], [1.158, -0.903, -0.386], [-1.381, 1.674, -1.010], [0.590, -2.409, 1.701], [-1.439, -3.620, -0.486], [-0.075, -0.425, -0.378], [-1.954, -0.900, 1.016], [3.314, 0.982, -0.513], [-1.493, 2.038, -1.349], [-3.103, 3.831, -0.061], [-1.115, -1.566, 0.044], [-2.431, 1.992, -0.415]], "lowdin_charge": [-0.37, 0.00, -0.11, -0.07, 0.00, 0.08, 0.15, 0.11, 0.13, 0.12, -0.06, 0.01], "homo_ev": -8.40, "total_energy_ha": -319.56072, "molar_mass_g_mol": 95.11, "total_charge": 0, "lumo_ev": 0.7836, "orbital_gap_ev": 9.18, "relative_energy_kcal_mol": 95.1, "smiles": "[H]/N=c1/cc[nH]nc1", "spin_multiplicity": 1}

2.
{"formula": "C4H5N3", "method": "wB97M-V/def2-TZVPD", "symbols": ["N", "C", "C", "C", "N", "C", "N", "H", "H", "H", "H", "H"], "positions_angstrom": [[-0.640891, -0.044877, 2.875878], [-0.868999, 0.027449, 1.741085], [-0.985234, 0.127593, 0.301117], [0.936708, 1.423275, -0.558484], [1.362706, 0.311118, -1.081616], [0.710719, -0.797286, -1.153099], [-0.412587, -0.994086, -0.372957], [-1.966737, 0.435814, -0.061368], [-0.310369, 1.198835, -0.190974], [1.615159, 1.841254, 0.198886], [1.056985, -1.625548, -1.762247], [-0.497460, -1.903539, 0.063779]], "forces_ev_per_angstrom": [[-0.337, 0.054, -1.050], [0.122, -0.055, 0.977], [0.020, -0.055, 0.040], [0.209, -0.160, -0.010], [-0.315, -0.054, 0.053], [0.160, 0.135, -0.088], [0.034, -0.043, 0.114], [0.183, -0.016, 0.039], [-0.081, -0.027, 0.053], [0.009, -0.034, -0.152], [-0.088, 0.144, 0.037], [0.084, 0.112, -0.012]], "lowdin_charge": [0.13, -0.22, -0.22, -0.01, -0.01, -0.19, 0.01, 0.12, 0.06, 0.07, 0.12, 0.14], "homo_ev": -8.23, "total_energy_ha": -319.54382, "molar_mass_g_mol": 95.10, "total_charge": 0, "lumo_ev": -0.1724, "orbital_gap_ev": 8.06, "relative_energy_kcal_mol": 105.7, "spin_multiplicity": 1}

3.
{"formula": "C4H5N3", "method": "wB97M-V/def2-TZVPD", "symbols": ["C", "C", "C", "C", "N", "N", "N", "H", "H", "H", "H", "H"], "positions_angstrom": [[-1.729329, -1.581536, 0.250066], [-2.713405, 0.569000, 0.004541], [0.550558, 0.281612, -0.697263], [-2.112590, -0.396138, 0.837251], [-1.367354, -2.566715, -0.193923], [-3.160278, 1.341596, -0.740227], [0.007758, 0.629806, 0.538848], [0.628966, 1.232990, -1.267077], [1.548307, -0.126057, -0.577768], [-0.163599, -0.396604, -1.109509], [-2.342429, -0.277518, 1.932990], [-0.498999, 1.476610, 0.670800]], "forces_ev_per_angstrom": [[-0.236, 0.380, 0.914], [-0.014, 0.207, -0.494], [0.547, 3.068, -0.368], [-2.223, 0.981, 1.598], [0.568, -1.665, -0.865], [0.289, -0.289, 0.530], [0.061, -1.185, 2.121], [0.137, -0.926, -0.593], [0.006, -0.556, -0.046], [-0.053, -0.796, -0.934], [0.677, -0.460, -1.311], [0.240, 1.239, -0.553]], "lowdin_charge": [-0.29, -0.25, -0.18, -0.12, 0.19, 0.18, 0.05, 0.09, 0.09, 0.05, 0.14, 0.04], "homo_ev": [-8.95, -10.09], "total_energy_ha": -319.50157, "molar_mass_g_mol": 95.10, "total_charge": 0, "s2": 2.02, "lumo_ev": [0.7386, -2.7701], "orbital_gap_ev": [9.69, 7.32], "relative_energy_kcal_mol": 14.1, "spin_multiplicity": 3}

4.
{"formula": "C4H5N3O", "method": "wB97M-V/def2-TZVPD", "symbols": ["C", "C", "C", "C", "H", "H", "H", "H", "H", "N", "N", "N", "O"], "positions_angstrom": [[2.040874, -1.075414, 0.081974], [0.853240, -0.520466, 0.001546], [-1.470388, 0.107014, -0.014632], [0.706227, 0.985719, -0.026743], [2.837486, -0.374597, -0.096491], [2.242729, -2.170351, 0.143173], [-0.709469, -1.857338, -0.220021], [-3.188398, 0.755466, 0.350025], [-1.048352, 2.152224, -0.255097], [-0.477975, -0.873343, -0.087830], [-2.701018, -0.122202, 0.120165], [-0.678090, 1.244214, -0.087678], [1.593134, 1.749075, 0.091614]], "forces_ev_per_angstrom": [[0.339, -1.763, -0.360], [-2.024, 2.344, -0.454], [2.216, -0.610, -0.118], [-1.106, -1.486, 0.249], [0.406, -0.051, 0.446], [-0.247, 1.127, -0.102], [-0.356, 0.626, 0.331], [0.046, -0.487, -0.512], [-0.109, 0.560, 0.161], [-0.449, -3.816, -0.017], [-0.249, 0.772, 0.355], [0.357, 0.760, 0.184], [1.175, 2.025, -0.164]], "lowdin_charge": [0.09, -0.27, -0.48, -0.41, 0.07, 0.08, 0.16, 0.06, 0.15, 0.11, 0.14, 0.17, 0.13], "homo_ev": -8.96, "total_energy_ha": -394.92911, "molar_mass_g_mol": 111.10, "total_charge": 0, "lumo_ev": 0.5669, "orbital_gap_ev": 9.53, "relative_energy_kcal_mol": 24.1, "smiles": "[H]/N=C1/NC(=C)C(=O)N1", "spin_multiplicity": 1}

5.
{"formula": "C4H5N3O", "method": "wB97M-V/def2-TZVPD", "symbols": ["C", "C", "C", "C", "H", "H", "H", "H", "H", "N", "N", "N", "O"], "positions_angstrom": [[0.780140, -0.022992, 0.093163], [-0.023370, 1.037532, -0.259455], [-1.403358, 1.127931, 0.219868], [-0.829931, -1.557390, -0.155020], [2.645370, 0.793057, -0.239528], [2.606051, -0.788008, 0.467916], [0.534979, 1.905856, -0.637962], [-1.830045, 2.070454, 0.608885], [-0.666393, -2.549910, -0.596845], [2.134312, -0.096927, -0.073366], [-2.279268, 0.195304, 0.298845], [-1.911226, -0.972392, -0.355344], [0.242736, -1.142521, 0.628848]], "forces_ev_per_angstrom": [[-0.756, 1.481, -0.592], [1.112, -0.132, 0.541], [-0.197, 0.798, 0.219], [-0.165, -1.193, -0.501], [-0.718, -1.249, 0.311], [0.248, -0.310, 0.222], [-0.670, -0.230, 0.200], [0.752, -0.198, -0.307], [0.079, 0.508, 0.074], [0.211, 1.378, -0.453], [0.782, -0.382, -0.569], [-0.762, -0.365, 0.418], [0.083, -0.106, 0.438]], "lowdin_charge": [-0.41, -0.03, -0.17, -0.19, 0.13, 0.10, 0.10, 0.11, 0.13, 0.15, 0.02, 0.04, 0.02], "homo_ev": -8.47, "total_energy_ha": -394.85072, "molar_mass_g_mol": 111.10, "total_charge": 0, "lumo_ev": 0.6910, "orbital_gap_ev": 9.16, "relative_energy_kcal_mol": 73.3, "smiles": "NC1=CC=NN=CO1", "spin_multiplicity": 1}

6.
{"formula": "C4H5N3O", "method": "wB97M-V/def2-TZVPD", "symbols": ["C", "C", "C", "C", "H", "H", "H", "H", "H", "N", "N", "N", "O"], "positions_angstrom": [[1.367616, 0.221497, -0.016878], [0.576788, -1.182274, -0.085763], [-0.946304, -0.605485, -0.086022], [-0.914355, 0.832337, 0.048661], [1.547170, 0.311041, 1.110349], [2.502444, 0.383733, -0.298957], [0.957960, -1.644162, 1.070607], [0.831431, -1.884190, -1.022496], [0.816225, 2.113632, -0.286730], [-2.060323, -1.033964, -0.179895], [-3.068438, -0.197288, 0.036538], [0.391290, 1.199108, -0.252035], [-2.001500, 1.486021, -0.037379]], "forces_ev_per_angstrom": [[1.785, -2.242, 3.643], [0.593, -0.670, 1.087], [9.662, 1.270, 1.225], [0.572, 1.506, -2.855], [0.096, -0.337, -1.016], [-2.706, -0.350, -0.880], [-1.673, 0.498, -3.891], [-0.590, 1.534, 2.365], [-1.129, 0.456, 0.114], [-10.775, 1.411, 1.513], [3.032, -3.355, -1.836], [-0.856, 2.395, -0.718], [1.989, -2.117, 1.248]], "lowdin_charge": [-0.25, -0.06, -0.32, -0.35, 0.10, 0.15, 0.17, 0.13, 0.15, 0.02, 0.18, 0.03, 0.05], "homo_ev": -8.40, "total_energy_ha": -394.72979, "molar_mass_g_mol": 111.10, "total_charge": 0, "lumo_ev": -0.0177, "orbital_gap_ev": 8.38, "relative_energy_kcal_mol": 149.2, "spin_multiplicity": 1}

7.
{"formula": "C4H5N3O", "method": "wB97M-V/def2-TZVPD", "symbols": ["C", "C", "C", "C", "H", "H", "H", "H", "H", "N", "N", "N", "O"], "positions_angstrom": [[-0.414418, 0.770805, -0.020616], [-1.715842, 0.530765, 0.044882], [-0.791064, -1.383650, -0.029868], [2.480265, -0.152460, 0.068770], [-0.328601, 2.587647, 0.213823], [-2.575813, 1.214949, 0.284448], [-0.514402, -2.420200, -0.266238], [2.515809, 0.947497, -0.116461], [3.312494, -0.803236, 0.109962], [-2.004192, -0.804104, 0.000989], [0.204080, -0.379745, 0.021912], [1.477048, -0.882463, 0.007579], [0.312289, 1.793097, -0.102238]], "forces_ev_per_angstrom": [[-1.128, -1.460, 0.420], [-4.222, 0.999, 0.654], [-1.494, 1.320, -0.251], [0.819, 1.654, -1.028], [2.602, -2.263, -1.251], [1.291, -0.403, -0.665], [-0.252, 0.683, 0.509], [0.055, -0.951, 0.643], [1.540, 0.238, 0.049], [2.632, -1.779, 0.013], [-0.193, -5.765, -0.962], [-1.717, -0.365, 0.607], [0.066, 8.092, 1.262]], "lowdin_charge": [-0.51, -0.14, -0.11, -0.01, 0.22, 0.13, 0.12, 0.10, 0.06, 0.05, -0.05, 0.04, 0.11], "homo_ev": -8.17, "total_energy_ha": -394.82172, "molar_mass_g_mol": 111.10, "total_charge": 0, "lumo_ev": 0.3752, "orbital_gap_ev": 8.55, "relative_energy_kcal_mol": 91.5, "smiles": "C=Nn1cncc1O", "spin_multiplicity": 1}

8.
{"formula": "C4H5N3O", "method": "wB97M-V/def2-TZVPD", "symbols": ["C", "C", "C", "C", "H", "H", "H", "H", "H", "N", "N", "N", "O"], "positions_angstrom": [[1.966840, -0.867346, 0.338540], [0.567569, -1.120029, 1.381467], [-0.547713, -0.325225, 0.464238], [-0.628967, 1.297061, -1.105395], [2.142358, -2.079476, -0.154118], [2.731736, -0.299147, 0.882975], [0.042791, -2.272523, 1.609555], [0.715023, -0.789099, 2.413113], [-0.462531, 1.789074, -2.165190], [-1.755151, 0.123716, 0.527835], [-1.739225, 1.162993, -0.574283], [0.130329, 0.318788, -0.434611], [1.279073, -0.186758, -0.711503]], "forces_ev_per_angstrom": [[-4.814, -4.477, 0.577], [-2.011, -2.436, -1.523], [1.311, -0.391, 3.466], [2.903, -1.766, -1.980], [0.370, 4.133, 1.698], [-0.019, -0.383, -0.583], [2.177, 3.003, -1.209], [-0.205, 0.707, -0.503], [0.171, -0.939, 2.788], [-0.543, 2.121, -1.764], [-5.419, -0.796, 3.016], [-0.096, 1.976, -1.145], [6.176, -0.751, -2.840]], "lowdin_charge": [-0.07, -0.01, -0.35, -0.14, 0.20, 0.10, 0.16, 0.06, 0.17, 0.10, 0.02, -0.14, -0.11], "homo_ev": -9.21, "total_energy_ha": -394.69588, "molar_mass_g_mol": 111.10, "total_charge": 0, "lumo_ev": 0.5921, "orbital_gap_ev": 9.80, "relative_energy_kcal_mol": 170.5, "smiles": "c1nnc2n1OCC2", "spin_multiplicity": 1}

9.
{"formula": "C4H5N3O", "method": "wB97M-V/def2-TZVPD", "symbols": ["C", "C", "C", "C", "H", "H", "H", "H", "H", "N", "N", "N", "O"], "positions_angstrom": [[-1.384599, -1.094025, -0.154681], [0.652628, 0.405344, -0.066537], [2.091597, 0.150604, -0.212252], [3.332183, -0.117144, 0.000714], [-3.181792, 1.435400, 0.481212], [-1.382896, -2.214346, 0.053299], [0.561346, -1.551752, -0.131039], [-0.733920, 1.718422, 0.237467], [4.420934, -0.150097, -0.151314], [-2.432465, -0.410415, -0.055001], [-0.098484, -0.821372, 0.169821], [0.386136, 1.618581, 0.024197], [-2.230664, 1.030797, -0.195886]], "forces_ev_per_angstrom": [[0.351, -2.305, 2.578], [1.378, -0.588, 0.659], [6.346, -2.080, 1.449], [-5.531, 1.617, -1.926], [4.449, -1.901, -3.329], [-1.474, 1.248, -0.987], [-0.755, 0.107, 0.482], [3.295, -0.245, -0.721], [-1.153, -0.111, 0.395], [-1.379, 0.929, -1.204], [3.396, 1.722, -1.761], [-4.068, 1.038, 0.681], [-4.856, 0.568, 3.683]], "lowdin_charge": [-0.26, -0.47, -0.07, 0.12, 0.27, 0.15, 0.12, 0.10, 0.03, -0.01, 0.07, 0.15, -0.21], "homo_ev": -9.50, "total_energy_ha": -394.69307, "molar_mass_g_mol": 111.10, "total_charge": 0, "lumo_ev": 0.2223, "orbital_gap_ev": 9.72, "relative_energy_kcal_mol": 172.2, "spin_multiplicity": 1}

10.
{"formula": "C4H5N3O", "method": "wB97M-V/def2-TZVPD", "symbols": ["C", "N", "C", "C", "C", "N", "N", "O", "H", "H", "H", "H", "H"], "positions_angstrom": [[1.042231, 1.772680, 0.811118], [-0.716283, -1.043985, -1.260846], [0.190935, 0.745346, 0.132314], [-0.746441, -1.488365, 0.409015], [-0.145889, -0.540611, 1.048332], [-0.973315, -1.682348, -2.231887], [-0.041065, 0.632325, -1.080225], [-1.217622, -1.650239, -3.408122], [-1.277299, -2.410194, 0.510102], [0.115619, -0.447817, 2.087736], [0.902264, 2.767525, 0.377478], [2.089582, 1.475913, 0.735762], [0.777283, 1.869771, 1.869223]], "forces_ev_per_angstrom": [[-0.490, 0.795, 0.140], [1.152, 2.458, 2.775], [0.491, -2.650, 0.881], [0.243, 0.290, -3.220], [0.040, 1.670, -0.735], [-1.419, -2.228, 1.911], [-0.793, -0.540, -0.949], [0.718, 1.145, -0.888], [0.161, -0.247, 0.215], [-0.277, -0.267, 0.157], [0.174, -0.260, -0.152], [-0.062, 0.027, -0.019], [0.063, -0.193, -0.116]], "lowdin_charge": [-0.05, 0.02, -0.40, 0.05, -0.04, -0.19, 0.17, 0.00, 0.09, 0.10, 0.08, 0.09, 0.07], "homo_ev": -7.97, "total_energy_ha": -394.69068, "molar_mass_g_mol": 111.10, "total_charge": 0, "lumo_ev": 0.1751, "orbital_gap_ev": 8.14, "relative_energy_kcal_mol": 173.7, "spin_multiplicity": 1}